{
  "formula": "C6H14N2",
  "method": "the ωB97M-V functional and the def2-TZVPD basis",
  "symbols": ["C", "C", "C", "C", "N", "N", "C", "C", "H", "H", "H", "H", "H", "H", "H", "H", "H", "H", "H", "H", "H", "H"],
  "positions_angstrom": [[-0.28693, 2.39619, 1.02237], [-0.53475, 1.36279, 0.21377], [-0.23577, 1.19929, -1.55956], [-0.55085, -0.07602, 0.66808], [-1.88532, -0.61171, 0.45881], [0.42425, -0.76117, -0.20722], [0.22520, -2.18588, -0.44856], [1.80707, -0.49469, 0.20266], [-0.16737, 2.27570, 2.09976], [-0.21276, 3.40872, 0.63401], [-0.15068, 2.25226, -1.82056], [-1.18155, 0.82708, -1.94797], [0.60858, 0.73066, -2.06861], [-0.25676, -0.20036, 1.71863], [-2.56775, 0.13579, 0.53851], [-2.08629, -1.31141, 1.16206], [0.91255, -2.52255, -1.23160], [-0.79060, -2.39205, -0.78741], [0.40636, -2.77195, 0.45957], [2.49726, -0.86499, -0.56105], [2.03916, -0.97418, 1.16028], [1.98694, 0.57847, 0.29404]],
  "homo_energy_ev": -8.09,
  "smiles": "C=C(C)[C@@H](N)N(C)C",
  "gap_ev": 8.965
}


{
  "formula": "C15H11Br2CdN2O10S",
  "method": "the ωB97M-V functional and the def2-TZVPD basis",
  "symbols": ["Cd", "Br", "C", "Br", "H", "H", "O", "C", "O", "C", "C", "C", "C", "C", "C", "O", "N", "O", "O", "N", "O", "O", "H", "H", "C", "C", "C", "C", "C", "C", "C", "S", "O", "O", "O", "H", "H", "H", "H", "H", "H", "H"],
  "positions_angstrom": [[-1.11739, -0.31402, 0.24046], [2.55014, 0.20775, 0.11339], [2.43740, 0.14660, 2.02112], [0.64659, -0.06532, 2.70101], [2.80311, 1.08661, 2.41331], [3.00844, -0.70258, 2.37192], [-4.52192, 0.96485, 0.02593], [-3.44522, 1.18775, 0.54470], [-2.80923, 0.38114, 1.34863], [-2.78802, 2.54865, 0.32593], [-3.63393, 3.63015, 0.34529], [-3.14555, 4.92632, 0.19028], [-1.80299, 5.16018, 0.00078], [-0.94871, 4.07880, -0.02303], [-1.37592, 2.72334, 0.09064], [-0.54511, 1.76632, -0.09076], [0.47638, 4.39851, -0.17834], [1.29610, 3.72038, 0.40604], [0.76156, 5.37060, -0.86351], [-4.05843, 6.06063, 0.23700], [-5.24773, 5.83261, 0.37478], [-3.59025, 7.18340, 0.13093], [-4.69390, 3.46467, 0.47470], [-1.42185, 6.16214, -0.12064], [3.55897, -1.97520, -5.76001], [2.52660, -2.12497, -4.67612], [2.30931, -3.34947, -4.05552], [1.34693, -3.48984, -3.06633], [0.59321, -2.39028, -2.68963], [0.79100, -1.15713, -3.29744], [1.75526, -1.03396, -4.28261], [-0.58166, -2.55712, -1.38198], [-1.03590, -3.91704, -1.37507], [-1.61420, -1.52707, -1.63370], [0.14613, -2.14980, -0.14375], [4.16684, -2.87470, -5.85214], [4.22433, -1.13515, -5.55675], [3.08646, -1.78880, -6.72646], [2.89941, -4.20860, -4.35222], [1.17178, -4.44480, -2.59067], [0.19131, -0.30671, -3.00197], [1.90966, -0.07171, -4.75700]],
  "charge": -1,
  "homo_energy_ev": -5.85,
  "gap_ev": 7.966
}


{
  "formula": "C7H14OPRe",
  "method": "the ωB97M-V functional and the def2-TZVPD basis",
  "symbols": ["C", "C", "C", "C", "C", "Re", "P", "H", "H", "H", "H", "H", "H", "H", "H", "C", "C", "O", "H", "H", "H", "H", "H", "H"],
  "positions_angstrom": [[0.42995, -2.71304, 0.14636], [0.72686, -3.02752, -1.15142], [0.44883, -2.30148, -2.28953], [-0.03967, -1.02925, -2.40574], [-0.56249, -0.13802, -1.44896], [0.71178, -0.88467, -0.34686], [1.08301, -0.93890, 2.27909], [0.60254, -3.49099, 0.91026], [1.10741, -4.02137, -1.33284], [0.61202, -2.85467, -3.25781], [-1.06457, 0.68088, -1.83393], [-0.13235, -0.73856, -3.43350], [2.10574, -0.12354, 2.83443], [1.56687, -2.16536, 2.84462], [0.10300, -0.71557, 3.30217], [-1.10350, 3.49505, 0.95648], [-0.89365, 2.32143, -0.01495], [-0.07489, 1.22606, 0.54347], [-1.66135, 3.22789, 1.85603], [-1.71305, 4.21650, 0.40986], [-0.17953, 4.01565, 1.22003], [-1.85649, 1.89402, -0.32360], [-0.37210, 2.64710, -0.92059], [0.15562, 1.41837, 1.45694]],
  "multiplicity": 4,
  "charge": 1,
  "homo_energy_ev": [-10.63, -12.73],
  "gap_ev": [6.941, 8.407],
  "s2": 3.769
}


{
  "formula": "C2H7O",
  "method": "the ωB97M-V functional and the def2-TZVPD basis",
  "symbols": ["O", "H", "C", "C", "H", "H", "H", "H", "H", "H"],
  "positions_angstrom": [[0.19089, -2.47530, -1.47581], [-0.31829, -3.28413, -1.25687], [-0.24699, 1.38620, 0.68651], [0.31005, 0.02133, -0.00131], [0.55141, 1.77462, 1.42572], [-1.28398, 1.40973, 1.14264], [-0.43043, 2.20248, -0.05517], [-0.57196, -0.60689, -0.16128], [0.87810, 0.10790, -1.00858], [0.92119, -0.53596, 0.70415]],
  "charge": -1,
  "homo_energy_ev": -2.01,
  "gap_ev": 6.190
}


{
  "formula": "C5H9N6O",
  "method": "the ωB97M-V functional and the def2-TZVPD basis",
  "symbols": ["H", "N", "N", "C", "N", "N", "C", "N", "C", "O", "N", "C", "C", "H", "H", "H", "H", "H", "H", "H", "H"],
  "positions_angstrom": [[-5.14846, 1.38419, 1.10677], [-5.04383, 0.83217, 0.23587], [-4.02243, 0.26171, -0.00029], [-2.90094, -0.31744, -0.15103], [-1.92446, 0.42330, -0.54842], [-0.42444, -0.37597, -0.48966], [-0.66871, -1.62206, -0.22737], [-1.04661, -2.65993, 0.04225], [0.66045, 0.48360, -0.15602], [0.41861, 1.72324, -0.42541], [1.87223, 0.11489, 0.22594], [2.91412, 1.16172, 0.10671], [2.22138, -1.31335, 0.19805], [-2.86445, -1.38568, -0.04976], [-0.52545, 1.95732, -0.59956], [3.81356, 0.78971, 0.50694], [3.17927, 1.31972, -0.93894], [2.58423, 2.07231, 0.74144], [3.08261, -1.36031, -0.57038], [2.40173, -1.62828, 1.16429], [1.42158, -1.86087, -0.17142]],
  "charge": 1,
  "homo_energy_ev": -12.60,
  "smiles": "[H]/N=N\\C=N\\N(C#N)C(O)=[N+](C)C",
  "gap_ev": 8.054
}


{
  "formula": "C10H17NO9PS2",
  "method": "the ωB97M-V functional and the def2-TZVPD basis",
  "symbols": ["C", "P", "O", "C", "C", "C", "C", "N", "C", "H", "H", "H", "H", "H", "H", "H", "H", "H", "C", "C", "O", "S", "O", "O", "O", "H", "H", "H", "H", "C", "C", "O", "S", "O", "O", "O", "H", "H", "H", "H"],
  "positions_angstrom": [[6.52068, -2.17526, -2.23297], [5.57995, -3.79234, -1.78720], [6.02263, -5.05208, -2.88651], [3.75346, -3.31659, -2.09727], [3.10291, -3.49094, -3.51764], [1.61003, -3.02098, -3.64881], [0.90327, -2.46292, -2.38080], [1.57560, -2.32636, -1.10004], [2.94964, -2.73908, -0.89603], [5.82983, -1.28369, -2.02359], [7.47852, -2.04755, -1.62671], [6.71114, -2.23079, -3.37450], [5.96193, -4.68822, -3.80731], [3.69807, -3.90211, -4.40112], [1.07123, -3.10315, -4.65251], [-0.18779, -2.14393, -2.44109], [1.10188, -1.92393, -0.25961], [3.50980, -2.64040, 0.09275], [-1.82577, 1.04840, 1.30376], [-2.40219, 0.14183, 0.22931], [-1.46722, -0.93603, 0.11610], [-0.79667, -1.20814, 1.56924], [-1.49239, -2.29301, 2.18946], [0.63465, -1.18362, 1.41668], [-1.26374, 0.16796, 2.28194], [-1.02037, 1.67124, 0.90416], [-2.58597, 1.68545, 1.75559], [-2.52073, 0.65234, -0.72617], [-3.36400, -0.27602, 0.53907], [-3.75694, 5.30476, 3.60511], [-5.17427, 4.77005, 3.74010], [-5.67920, 4.71888, 2.40497], [-4.45764, 4.39757, 1.38812], [-4.46269, 2.98709, 1.11088], [-4.45050, 5.39138, 0.35985], [-3.23959, 4.70545, 2.41504], [-3.75517, 6.38960, 3.46866], [-3.13529, 5.04675, 4.46315], [-5.80124, 5.40615, 4.36469], [-5.17585, 3.75221, 4.14124]],
  "charge": 1,
  "homo_energy_ev": -11.88,
  "gap_ev": 7.221
}


{
  "formula": "C5H10AsCl10F6NiO4PY",
  "method": "the ωB97M-V functional and the def2-TZVPD basis",
  "symbols": ["Y", "Ni", "P", "O", "O", "O", "O", "As", "F", "F", "F", "F", "F", "F", "C", "Cl", "Cl", "H", "H", "C", "Cl", "Cl", "H", "H", "C", "Cl", "Cl", "H", "H", "C", "Cl", "Cl", "H", "H", "C", "Cl", "Cl", "H", "H"],
  "positions_angstrom": [[-1.83677, 1.66201, 0.32511], [-0.00955, 0.61038, -2.71135], [0.60954, 1.20418, -0.54103], [0.22316, 1.16543, 0.94067], [-0.63157, 0.23697, -0.89021], [1.54282, 0.46830, -1.48167], [-0.41271, 2.09907, -1.42002], [-3.41456, 0.83359, -3.41320], [-3.75644, 0.41879, -5.05275], [-1.69909, 0.31621, -3.66820], [-3.02910, 1.25161, -1.70259], [-5.03454, 1.34378, -3.12193], [-3.78832, -0.74621, -2.84465], [-2.89931, 2.41113, -3.89183], [0.94769, -2.56537, -0.31964], [0.02431, -2.46528, -1.84725], [0.79322, -4.14799, 0.41457], [1.98965, -2.37997, -0.55359], [0.54825, -1.80810, 0.34359], [-0.06889, 4.15585, 3.42644], [-0.60081, 3.79628, 1.73607], [-1.31687, 3.80031, 4.61457], [0.76124, 3.49100, 3.63374], [0.21215, 5.20122, 3.39957], [4.77031, -0.82646, -1.04818], [4.74209, -1.56432, 0.55824], [6.31487, 0.00227, -1.34784], [4.75331, -1.65043, -1.75087], [3.95686, -0.11888, -1.11613], [2.08701, -0.28799, 3.09728], [1.46259, -1.94932, 2.90224], [3.07040, -0.20408, 4.56761], [2.73693, -0.04929, 2.26318], [1.20708, 0.33895, 3.14999], [-2.82638, -2.89449, 0.81325], [-2.85449, -1.13959, 0.42211], [-3.31575, -3.84649, -0.57622], [-1.78306, -3.09886, 1.02842], [-3.47524, -3.06421, 1.66250]],
  "multiplicity": 3,
  "charge": 1,
  "homo_energy_ev": [-13.01, -12.83],
  "gap_ev": [7.971, 7.775],
  "s2": 2.006
}


{
  "formula": "C35H28FN7O3S2SeSn",
  "method": "the ωB97M-V functional and the def2-TZVPD basis",
  "symbols": ["Sn", "Se", "N", "C", "C", "C", "C", "C", "N", "C", "C", "N", "C", "C", "C", "C", "C", "N", "H", "H", "H", "H", "H", "H", "S", "C", "C", "C", "C", "C", "C", "S", "H", "H", "H", "H", "F", "C", "C", "C", "C", "O", "C", "C", "N", "C", "C", "C", "C", "C", "C", "N", "C", "C", "N", "C", "C", "C", "O", "O", "H", "H", "H", "H", "H", "H", "H", "H", "H", "H", "H", "H", "H", "H", "H", "H", "H", "H"],
  "positions_angstrom": [[-2.69996, -0.13152, -0.91252], [-10.97862, -0.43191, 1.14635], [-9.91304, 0.88226, 0.57585], [-8.73936, 0.35493, 0.36104], [-7.58664, 1.11661, -0.10347], [-7.64947, 2.48976, -0.33170], [-6.52057, 3.14404, -0.76691], [-5.36043, 2.40236, -0.97575], [-5.28825, 1.09858, -0.77051], [-6.37457, 0.45066, -0.32474], [-6.25179, -1.00424, -0.05466], [-5.05134, -1.56503, -0.24318], [-4.89641, -2.86272, -0.02050], [-5.94574, -3.67616, 0.41051], [-7.18177, -3.11284, 0.61975], [-7.35105, -1.74727, 0.38684], [-8.62373, -1.07142, 0.59942], [-9.70625, -1.67649, 1.00416], [-8.58040, 3.01245, -0.15524], [-6.51993, 4.21111, -0.94211], [-4.43991, 2.87923, -1.29550], [-3.89733, -3.25464, -0.19489], [-5.77146, -4.73006, 0.57912], [-8.02580, -3.69770, 0.96139], [-3.09868, 0.11523, 1.54008], [-1.92120, 1.34904, 1.98515], [-1.54508, 1.41962, 3.33054], [-0.65487, 2.37308, 3.79779], [-0.11104, 3.29183, 2.91224], [-0.46930, 3.23801, 1.57341], [-1.36767, 2.28182, 1.08357], [-1.71711, 2.27934, -0.64423], [-1.96746, 0.69493, 4.01618], [-0.38755, 2.39359, 4.84749], [0.58475, 4.04784, 3.25745], [-0.05121, 3.95085, 0.87156], [3.18551, 2.69675, 0.40009], [3.08579, 1.39708, 0.02952], [1.86480, 0.78454, -0.00050], [1.79553, -0.56734, -0.33859], [0.46425, -1.21223, -0.33160], [-0.49422, -0.53158, 0.01866], [0.43922, -2.60698, -0.68543], [1.60938, -3.22326, -0.96026], [2.84140, -2.62009, -0.99784], [4.01286, -3.39972, -1.29176], [3.94817, -4.39542, -2.40354], [4.75225, -3.14021, -2.57582], [2.95479, -1.28430, -0.66048], [4.19054, -0.62567, -0.63096], [4.25883, 0.71146, -0.28859], [5.54010, 1.35020, -0.22945], [6.20662, 1.38326, 1.05994], [7.71797, 1.25108, 0.79132], [7.95103, 1.65520, -0.63893], [7.22074, 2.92466, -0.96332], [5.70950, 2.61125, -0.93401], [-0.83870, -3.47442, -0.72806], [-0.63705, -4.69750, -0.72366], [-1.91874, -2.84553, -0.82042], [0.94722, 1.31231, 0.24410], [1.58506, -4.28740, -1.15563], [4.59921, -3.66353, -0.41721], [3.02028, -4.47523, -2.95116], [4.47236, -5.32844, -2.25681], [4.33941, -2.37657, -3.22129], [5.83195, -3.21150, -2.56676], [5.10432, -1.14440, -0.88583], [5.86450, 0.55187, 1.67021], [5.99451, 2.30904, 1.61006], [8.06170, 0.22351, 0.89159], [8.32533, 1.89788, 1.42105], [7.54081, 0.91974, -1.22056], [8.94610, 1.73244, -0.83817], [7.55449, 3.28212, -1.93423], [7.50735, 3.65079, -0.20520], [5.31373, 2.50088, -1.94251], [5.19133, 3.45009, -0.46201]],
  "homo_energy_ev": -5.57,
  "gap_ev": 3.862
}